(1)
67
Properties=species:S:1:pos:R:3 method="wB97M-V/def2-TZVPD" e_homo_ha=-0.29010 molar_mass_g_mol=511.118 largest_force_ev_per_a=4.32 charge=-1 e_lumo_ev=1.64 homo_lumo_gap_ev=9.529
O -4.9021 -11.8390 -18.1615
C -6.0360 -11.4507 -17.8404
O -6.9627 -12.1118 -17.1549
B -8.0950 -11.2082 -16.9067
O -7.7124 -9.8928 -17.3926
C -6.5176 -10.0132 -17.9628
O -5.8621 -9.0862 -18.4764
O -8.3868 -11.0452 -15.4736
C -9.6606 -11.1807 -15.2821
O -10.1973 -11.1326 -14.1751
C -10.3269 -11.5176 -16.5505
O -9.3771 -11.6704 -17.4956
O -11.5614 -11.6867 -16.5578
O -7.6687 -11.0344 -20.9734
H -7.4309 -11.9013 -20.6443
H -8.2304 -10.6649 -20.2921
O -4.7733 -7.1627 -16.0039
H -4.9534 -6.3976 -15.4578
H -5.4861 -7.1748 -16.6427
O -8.9021 -7.4194 -18.9557
H -8.5522 -7.3494 -18.0675
H -8.3623 -6.8225 -19.4739
O -11.1723 -14.4324 -12.9403
H -11.6606 -14.5146 -12.1212
H -10.5176 -13.7570 -12.7626
O -14.1872 -13.3790 -15.7191
H -14.3170 -12.4678 -15.9818
H -14.4045 -13.3934 -14.7870
O -8.3420 -13.0059 -12.8180
H -7.9874 -12.1516 -13.0644
H -7.6443 -13.4172 -12.3078
O -4.2892 -11.1527 -20.9126
H -4.2866 -11.2185 -19.9577
H -4.9094 -11.8238 -21.1977
O -4.4630 -7.9243 -21.0738
H -3.7835 -7.9634 -21.7469
H -4.3868 -8.7566 -20.6072
O -4.4464 -13.8436 -15.7640
H -5.3527 -13.8736 -15.4575
H -4.5029 -13.4726 -16.6445
O -11.9000 -8.9332 -13.9233
H -11.8879 -8.5115 -14.7825
H -11.2540 -9.6362 -13.9919
O -5.2212 -9.5746 -14.3595
H -4.2937 -9.3837 -14.4988
H -5.6394 -9.3537 -15.1917
O -11.5421 -14.5322 -15.6702
H -12.2194 -13.8658 -15.7858
H -11.2176 -14.3927 -14.7805
O -14.1592 -11.9675 -18.7891
H -14.5487 -11.2304 -19.2594
H -13.9694 -11.6223 -17.9167
O -14.2850 -10.3632 -16.4363
H -14.3056 -9.4133 -16.5523
H -13.4599 -10.5315 -15.9812
O -10.0545 -13.7530 -19.7821
H -9.3115 -14.3424 -19.9121
H -9.6569 -12.9100 -19.5642
O -9.9685 -9.8640 -19.7375
H -9.5790 -9.0039 -19.5802
H -10.7903 -9.8486 -19.2469
O -10.3773 -11.8426 -11.2970
H -10.4640 -11.5510 -12.2046
H -9.4628 -12.1142 -11.2185
O -8.4110 -14.7265 -16.1372
H -9.3482 -14.8050 -16.3154
H -8.0802 -14.1629 -16.8366

(2)
55
Properties=species:S:1:pos:R:3 method="wB97M-V/def2-TZVPD" e_homo_ha="-0.59974 / -0.59968" molar_mass_g_mol=318.341 largest_force_ev_per_a=5.32 charge=+2 e_lumo_ev="-6.13 / -11.13" homo_lumo_gap_ev="10.192 / 5.193" multiplicity=2
C -2.0594 2.2186 1.4156
C -0.5456 2.1692 1.5071
C 0.1116 1.3559 0.2548
N -0.7966 -0.7680 -2.4014
C -0.3914 0.2007 -1.7250
N -0.7243 0.2768 -0.2841
N -2.7764 0.8990 1.5649
H -2.3779 2.8007 0.5471
H -2.5068 2.8191 2.2639
H -0.1312 3.1715 1.3423
H -0.2869 1.5428 2.3668
H 0.4961 2.1064 -0.4031
H 1.0623 0.9376 0.6367
H -1.5030 -1.3952 -1.9844
H 0.3903 0.8803 -2.0392
H -0.7004 -0.6618 0.0980
H -2.8279 0.3157 0.6395
H -2.4157 0.3870 2.3798
H -3.7310 1.0985 1.8739
H -2.4156 -1.8696 0.5574
H -2.8926 -3.2202 -0.2636
O -3.0197 -2.2757 -0.0595
H 0.7844 -2.8647 -1.3236
H 0.9404 -4.2302 -0.8513
O 0.8869 -3.7534 -1.6956
H -1.7059 2.3017 -1.5868
H -1.1750 3.5016 -2.4140
O -1.6527 3.2643 -1.6050
H 2.9152 -0.8043 4.0492
H 2.8920 -1.0036 2.5632
O 2.3177 -1.1017 3.3469
H 3.7025 2.1027 0.8985
H 4.1243 1.7800 -0.5487
O 3.7714 1.3885 0.2548
H 1.6806 -3.1385 1.6722
H 1.2496 -4.4897 2.1344
O 1.1508 -3.8903 1.3768
H -4.0002 -0.7525 -0.8082
H -5.0933 0.0110 -0.1551
O -4.1449 0.0998 -0.3452
H 1.2927 1.4592 4.2078
H 0.9661 -0.0765 4.4098
O 0.5999 0.8040 4.2994
H 3.8283 -2.1500 -2.1674
H 2.5870 -2.9884 -2.1986
O 2.9606 -2.2058 -1.7488
H 2.5357 0.9212 -3.1082
H 4.0046 1.4908 -3.3170
O 3.0664 1.6869 -3.3283
H 1.1294 2.7127 -3.5885
H 0.0383 1.9077 -4.1678
O 0.1789 2.5497 -3.4533
H 0.2863 -1.1457 2.5701
H -0.2526 -2.3814 1.8912
O -0.4995 -1.4596 2.0934